[1]
Computed, not measured: a cluster of 3 separate species, C35H61F2N4O2Si in total, with ωB97M-V/def2-TZVPD.

Last column: Mulliken spin population.
CARTESIAN COORDINATES (ANGSTROEM)
C1 10.123 1.683 -2.219  0.000
C2 8.937 1.116 -2.031  0.000
C3 7.573 0.305 -1.640  0.000
C4 6.389 0.972 -2.506  0.000
F1 5.242 0.093 -2.708  0.000
F2 6.942 1.174 -3.851  0.000
C5 5.893 2.420 -2.009  0.000
C6 4.264 2.590 -1.997  0.000
Si1 3.425 2.006 -0.370  0.000
C7 4.464 2.282 1.220  0.000
C8 1.832 3.115 -0.180  0.000
C9 2.741 0.187 -0.476  0.000
C10 3.599 -1.107 -0.209  0.000
C11 2.998 -2.593 -0.274  0.000
C12 1.479 -2.832 -0.613  0.000
C13 0.601 -1.535 -0.901  -0.001
C14 1.202 -0.053 -0.840  -0.001
C15 7.415 0.441 -0.037  0.000
N1 8.281 -0.507 0.761  0.000
C16 8.133 -1.903 0.220  0.000
C17 8.764 -1.860 -1.297  0.000
N2 7.739 -1.122 -2.130  0.000
H1 11.021 2.399 -2.050  0.000
H2 6.271 3.209 -2.783  0.000
H3 6.306 2.760 -0.992  0.000
H4 4.085 3.744 -2.057  0.000
H5 3.769 2.161 -2.958  0.000
H6 5.381 2.963 1.076  0.000
H7 4.736 1.230 1.654  0.000
H8 3.748 2.755 2.013  0.000
H9 1.031 2.637 0.492  0.000
H10 2.107 4.206 0.130  0.000
H11 1.362 3.225 -1.246  0.000
H12 4.716 -1.048 0.071  0.000
H13 3.702 -3.490 -0.035  0.000
H14 1.082 -3.908 -0.616  0.000
H15 -0.522 -1.746 -1.131  0.002
H16 0.470 0.801 -1.063  0.000
H17 6.295 0.431 0.289  0.000
H18 7.787 1.513 0.240  0.000
H19 8.068 -0.415 1.771  0.000
H20 9.277 -0.220 0.598  0.000
H21 8.581 -2.733 0.876  0.000
H22 6.985 -2.106 0.151  0.000
H23 8.773 -2.976 -1.639  0.000
H24 9.814 -1.397 -1.338  0.000
H25 6.858 -1.666 -1.958  0.000
C18 -1.338 -2.857 4.176  0.003
C19 -1.898 -1.793 3.197  0.052
C20 -2.559 -0.663 4.017  0.019
C21 -3.853 -1.114 4.691  -0.019
C22 -4.822 -1.710 3.676  0.015
C23 -4.210 -2.771 2.729  0.035
N3 -2.849 -2.410 2.218  0.319
O1 -3.019 -1.513 1.190  0.587
C24 -4.127 -4.149 3.429  0.001
C25 -5.245 -3.016 1.589  -0.011
C26 -0.618 -1.247 2.504  -0.026
H26 -0.440 -2.487 4.683  0.000
H27 -2.022 -3.124 4.978  0.001
H28 -1.052 -3.773 3.645  -0.006
H29 -2.777 0.197 3.372  0.002
H30 -1.866 -0.297 4.784  0.001
H31 -3.649 -1.835 5.486  -0.001
H32 -4.324 -0.253 5.178  0.002
H33 -5.676 -2.138 4.215  0.000
H34 -5.226 -0.882 3.081  0.005
H35 -3.638 -4.887 2.783  -0.007
H36 -5.127 -4.536 3.654  0.001
H37 -3.605 -4.131 4.383  0.001
H38 -5.528 -2.091 1.078  0.001
H39 -6.172 -3.439 1.989  0.000
H40 -4.859 -3.716 0.842  0.003
H41 -0.084 -2.053 1.990  0.004
H42 0.066 -0.814 3.239  -0.001
H43 -0.824 -0.456 1.777  0.007
C27 -7.089 0.398 -2.706  0.012
C28 -6.716 1.866 -2.372  0.029
C29 -5.974 2.478 -3.581  0.022
C30 -4.580 1.884 -3.768  -0.017
C31 -3.757 1.998 -2.490  0.018
C32 -4.473 1.515 -1.204  -0.015
N4 -5.904 1.942 -1.115  0.283
O2 -5.918 3.251 -0.695  0.633
C33 -4.405 -0.027 -1.085  0.085
C34 -3.614 1.999 0.004  0.004
C35 -8.103 2.552 -2.215  -0.003
H44 -7.911 0.359 -3.429  0.001
H45 -6.284 -0.169 -3.167  0.001
H46 -7.423 -0.140 -1.811  -0.006
H47 -5.883 3.564 -3.460  0.002
H48 -6.554 2.324 -4.498  0.001
H49 -4.639 0.840 -4.087  0.001
H50 -4.067 2.417 -4.577  0.002
H51 -2.819 1.446 -2.625  0.001
H52 -3.474 3.051 -2.374  0.003
H53 -4.963 -0.375 -0.210  -0.040
H54 -3.372 -0.366 -0.960  0.002
H55 -4.778 -0.555 -1.960  -0.003
H56 -3.440 3.080 -0.016  0.001
H57 -2.624 1.531 -0.009  -0.001
H58 -4.087 1.745 0.958  -0.005
H59 -8.684 2.072 -1.420  0.000
H60 -8.681 2.471 -3.141  0.000
H61 -8.034 3.620 -1.992  0.000

Output
- Gap between HOMO and LUMO (alpha / beta): 6.61 / 7.21 eV
- Expectation value of S²: 2.009
- 2S+1: 3
- Net charge: +1
- Lowest unoccupied orbital energy (alpha / beta): -3.331 / -3.331 eV
- Calculated total energy: -2228.195057 Eh

[2]
Computed, not measured: a cluster of 2 separate species, C28H44B2BrF4IN5O4P in total, with ωB97M-V/def2-TZVPD.

Last column: Löwdin charge in e.
CARTESIAN COORDINATES (ANGSTROEM)
C1 2.651 -1.659 4.268  -0.076
C2 2.630 -0.226 3.556  -0.204
O1 3.822 0.099 2.781  0.035
B1 3.849 -0.563 1.522  -0.492
O2 4.409 -1.912 1.510  0.105
N1 3.378 0.094 0.216  0.191
C3 4.090 1.356 -0.174  -0.194
N2 4.135 2.404 0.878  0.071
C4 2.388 -0.472 -0.486  -0.176
N3 1.796 -1.669 0.098  0.009
C5 0.325 -1.774 0.000  -0.579
Br1 -0.379 -1.636 1.894  0.722
C6 -0.449 -0.700 -0.895  -0.232
C7 -1.437 -1.516 -1.861  -0.196
O3 -2.640 -0.811 -2.244  -0.142
C8 -3.725 -1.050 -1.355  -0.146
C9 -4.175 0.161 -0.470  0.049
C10 -5.372 0.038 0.499  -0.210
C11 -5.804 1.338 1.336  -0.099
C12 -6.142 -1.301 0.614  -0.028
C13 -5.670 -2.484 -0.266  -0.013
C14 -4.486 -2.393 -1.265  -0.095
C15 -4.120 -3.688 -2.120  -0.351
C16 -3.135 -4.721 -1.320  -0.084
C17 -3.603 -3.401 -3.611  -0.087
C18 0.456 0.432 -1.582  -0.393
C19 0.494 1.641 -0.454  -0.190
O4 -0.665 2.505 -0.534  -0.182
C20 -0.804 3.114 0.779  -0.186
C21 0.333 3.956 1.448  0.012
C22 0.097 4.594 2.857  -0.025
C23 -1.253 4.394 3.602  -0.056
C24 -2.387 3.582 2.925  -0.067
C25 -2.165 2.939 1.535  0.004
P1 -0.349 1.302 -3.078  0.830
N4 -0.512 0.400 -4.391  -0.296
N5 1.901 0.116 -1.730  -0.091
C26 2.348 -0.519 -2.967  -0.645
I1 1.946 -2.653 -3.212  0.951
C27 3.982 -0.397 -2.998  -0.275
C28 4.555 -0.815 -4.470  -0.142
H1 2.809 -2.547 3.568  0.060
H2 1.609 -1.814 4.748  0.089
H3 3.465 -1.727 5.084  0.104
H4 1.717 -0.026 2.900  0.072
H5 2.583 0.557 4.407  0.136
H6 3.687 -2.575 1.587  0.090
H7 3.696 1.847 -1.128  0.125
H8 5.181 1.048 -0.411  0.163
H9 4.914 2.245 1.537  0.094
H10 3.259 2.403 1.426  0.065
H11 2.257 -2.538 -0.212  0.105
H12 0.083 -2.863 -0.302  0.112
H13 -1.160 -0.142 -0.168  0.118
H14 -0.964 -1.959 -2.796  0.061
H15 -1.793 -2.429 -1.238  0.115
H16 -3.603 1.148 -0.587  0.092
H17 -6.936 1.229 1.530  0.081
H18 -5.189 1.440 2.289  0.074
H19 -5.713 2.276 0.664  0.089
H20 -7.026 -1.375 1.334  0.098
H21 -6.248 -3.475 -0.179  0.104
H22 -5.109 -4.279 -2.237  0.128
H23 -3.695 -5.697 -1.076  0.083
H24 -2.948 -4.226 -0.290  0.078
H25 -2.141 -4.887 -1.854  0.072
H26 -2.455 -3.259 -3.631  0.066
H27 -4.130 -2.539 -4.142  0.095
H28 -3.783 -4.377 -4.207  0.092
H29 0.482 1.179 0.612  0.135
H30 1.496 2.220 -0.506  0.126
H31 1.327 4.081 0.878  0.104
H32 0.940 5.206 3.336  0.107
H33 -1.415 4.843 4.641  0.095
H34 -3.411 3.431 3.421  0.088
H35 -3.035 2.358 1.082  0.055
H36 0.462 2.488 -3.305  0.036
H37 -1.687 1.753 -2.738  0.046
H38 -0.136 -0.534 -4.176  -0.085
H39 2.026 -0.010 -3.942  0.100
H40 4.484 -1.011 -2.180  0.105
H41 4.186 0.735 -2.919  0.107
H42 5.000 0.124 -4.979  0.085
H43 3.736 -1.193 -5.170  0.050
H44 5.440 -1.551 -4.378  0.087
B2 3.488 3.265 4.577  -1.144
F1 2.561 2.957 3.519  0.043
F2 3.096 2.570 5.768  0.059
F3 4.805 2.848 4.190  0.058
F4 3.481 4.676 4.818  0.058

Output
- Gap between HOMO and LUMO: 6.36 eV
- 2S+1: 1
- Lowest unoccupied orbital energy: -2.411 eV
- Calculated total energy: -5330.096586 Eh

[3]
Computed, not measured: a structure of composition C59H82CaN6O8P2Se, with ωB97M-V/def2-TZVPD.

Last column: Löwdin charge in e.
CARTESIAN COORDINATES (ANGSTROEM)
Ca1 -0.074 -0.313 -0.810  1.226
C1 7.210 1.712 1.953  -0.047
C2 6.440 0.435 2.322  -0.562
C3 6.031 0.529 3.794  -0.072
C4 7.369 -0.779 2.167  -0.053
C5 5.231 0.287 1.404  -0.189
C6 3.921 0.388 1.846  -0.077
C7 2.879 0.231 0.950  -0.369
Se1 1.078 0.511 1.560  1.093
C8 0.886 2.379 1.074  -0.380
C9 1.171 3.327 2.041  -0.085
C10 1.040 4.681 1.771  -0.187
C11 0.627 5.022 0.483  0.018
C12 0.334 4.104 -0.515  -0.079
C13 0.433 2.700 -0.237  -0.395
O1 0.113 1.774 -1.075  -0.288
C14 -0.063 4.584 -1.915  -0.530
C15 0.942 4.045 -2.946  -0.038
C16 -1.466 4.071 -2.269  -0.040
C17 -0.087 6.110 -2.034  -0.074
C18 1.347 5.713 2.854  -0.562
C19 0.452 5.456 4.077  -0.055
C20 1.094 7.146 2.383  -0.070
C21 2.821 5.595 3.270  -0.049
C22 3.031 -0.052 -0.436  -0.372
O2 1.993 -0.284 -1.160  -0.308
C23 4.387 -0.049 -0.899  -0.076
C24 5.406 0.097 0.033  -0.003
C25 4.813 -0.150 -2.374  -0.529
C26 3.657 -0.267 -3.373  -0.055
C27 5.597 1.120 -2.749  -0.049
C28 5.719 -1.377 -2.573  -0.050
H1 8.073 1.845 2.612  0.081
H2 6.562 2.585 2.047  0.088
H3 7.569 1.670 0.923  0.076
H4 6.927 0.579 4.417  0.081
H5 5.453 -0.347 4.096  0.081
H6 5.436 1.424 3.985  0.080
H7 8.219 -0.695 2.849  0.080
H8 7.759 -0.859 1.152  0.073
H9 6.831 -1.701 2.395  0.088
H10 3.681 0.605 2.879  0.088
H11 1.505 2.978 3.011  0.096
H12 0.543 6.071 0.242  0.080
H13 0.987 2.958 -2.898  0.072
H14 1.938 4.448 -2.749  0.089
H15 0.641 4.344 -3.955  0.081
H16 -1.443 2.987 -2.327  0.056
H17 -1.786 4.472 -3.236  0.085
H18 -2.189 4.377 -1.508  0.086
H19 0.892 6.544 -1.825  0.085
H20 -0.825 6.554 -1.362  0.085
H21 -0.360 6.378 -3.056  0.081
H22 -0.600 5.525 3.793  0.084
H23 0.650 6.194 4.859  0.080
H24 0.628 4.463 4.495  0.072
H25 0.052 7.286 2.088  0.086
H26 1.734 7.409 1.538  0.085
H27 1.312 7.840 3.197  0.082
H28 3.046 4.591 3.633  0.074
H29 3.055 6.309 4.065  0.081
H30 3.471 5.799 2.417  0.089
H31 6.423 0.079 -0.341  0.097
H32 2.951 0.554 -3.263  0.085
H33 3.114 -1.199 -3.235  0.056
H34 4.063 -0.252 -4.389  0.084
H35 4.971 2.004 -2.605  0.091
H36 5.904 1.077 -3.797  0.081
H37 6.493 1.240 -2.138  0.072
H38 5.193 -2.288 -2.279  0.084
H39 6.633 -1.308 -1.982  0.072
H40 6.004 -1.467 -3.625  0.081
C29 1.582 -3.593 -3.480  -0.097
C30 1.243 -2.795 -2.392  -0.100
N1 0.264 -1.909 -2.485  0.044
C31 -0.358 -1.767 -3.657  -0.169
C32 0.051 -2.517 -4.759  -0.066
N2 0.999 -3.439 -4.662  0.090
C33 -1.524 -0.851 -3.654  -0.169
C34 -2.451 -0.824 -4.689  0.062
C35 -3.605 -0.055 -4.557  -0.123
C36 -3.779 0.617 -3.350  0.058
C37 -2.795 0.562 -2.367  -0.185
N3 -1.676 -0.133 -2.546  0.086
C38 -2.953 1.247 -1.062  -0.204
C39 -4.012 2.112 -0.796  -0.077
N4 -4.140 2.765 0.351  0.097
C40 -3.191 2.556 1.255  -0.096
C41 -2.168 1.649 1.032  -0.109
N5 -2.039 0.994 -0.117  0.051
C42 -4.609 0.031 -5.644  -0.154
C43 -4.611 -0.858 -6.718  -0.011
C44 -5.553 -0.714 -7.723  -0.137
N6 -6.487 0.232 -7.732  0.061
C45 -6.496 1.074 -6.704  -0.136
C46 -5.592 1.020 -5.656  -0.009
H41 2.342 -4.361 -3.410  0.111
H42 1.748 -2.860 -1.439  0.108
H43 -0.378 -2.382 -5.745  0.110
H44 -2.265 -1.395 -5.584  0.099
H45 -4.689 1.165 -3.164  0.097
H46 -4.794 2.304 -1.521  0.110
H47 -3.263 3.108 2.185  0.113
H48 -1.444 1.439 1.808  0.078
H49 -3.904 -1.672 -6.779  0.104
H50 -5.562 -1.392 -8.570  0.108
H51 -7.266 1.838 -6.725  0.108
H52 -5.654 1.761 -4.872  0.105
C47 -4.772 -1.612 3.232  -0.045
C48 -4.954 -0.808 1.954  -0.408
C49 -6.197 -1.240 1.195  -0.034
O3 -3.811 -0.866 1.073  -0.181
P1 -2.750 -1.997 0.750  0.503
O4 -1.991 -1.707 -0.468  -0.313
C50 -1.729 -2.181 2.247  -0.193
P2 -0.230 -3.109 1.762  0.468
O5 0.385 -2.730 0.493  -0.252
O6 0.785 -3.060 2.978  -0.161
C51 0.589 -2.910 4.402  -0.444
C52 1.220 -4.114 5.082  -0.033
C53 1.241 -1.624 4.877  -0.037
O7 -0.739 -4.616 1.682  -0.165
C54 -1.079 -5.400 2.840  -0.452
C55 -0.088 -6.547 2.930  -0.041
C56 -2.510 -5.898 2.733  -0.031
O8 -3.575 -3.363 0.626  -0.190
C57 -3.714 -3.946 -0.710  -0.419
C58 -4.712 -3.159 -1.549  -0.035
C59 -4.141 -5.388 -0.526  -0.034
H53 -5.680 -1.539 3.829  0.092
H54 -3.941 -1.228 3.825  0.082
H55 -4.602 -2.664 2.995  0.074
H56 -5.028 0.252 2.201  0.138
H57 -6.166 -2.315 1.018  0.074
H58 -6.246 -0.723 0.236  0.086
H59 -7.090 -0.997 1.772  0.089
H60 -2.269 -2.705 3.033  0.064
H61 -1.447 -1.178 2.575  0.072
H62 -0.485 -2.883 4.620  0.127
H63 2.263 -4.186 4.774  0.101
H64 0.711 -5.042 4.821  0.050
H65 1.177 -3.987 6.163  0.091
H66 2.296 -1.633 4.597  0.093
H67 1.154 -1.543 5.961  0.088
H68 0.782 -0.754 4.418  0.048
H69 -0.993 -4.772 3.736  0.106
H70 -0.166 -7.160 2.033  0.092
H71 -0.304 -7.163 3.803  0.092
H72 0.932 -6.167 2.998  0.081
H73 -2.586 -6.673 1.970  0.080
H74 -3.185 -5.087 2.464  0.063
H75 -2.818 -6.325 3.688  0.091
H76 -2.736 -3.901 -1.191  0.137
H77 -5.717 -3.247 -1.135  0.080
H78 -4.717 -3.553 -2.566  0.091
H79 -4.427 -2.106 -1.587  0.068
H80 -5.052 -5.437 0.072  0.091
H81 -3.357 -5.960 -0.033  0.065
H82 -4.338 -5.829 -1.503  0.089

Output
- ΔE to the lowest compared entry with this formula, charge and spin: 210.78 kJ/mol
- Gap between HOMO and LUMO: 5.35 eV
- 2S+1: 1
- Lowest unoccupied orbital energy: -0.782 eV
- Calculated total energy: -6990.006677 Eh